The following is a quantum chemistry calculation of an isolated molecule of C4H7NO2 in a non-equilibrium geometry, from OMol25.

The geometry in XYZ format:
```
14
Properties=species:S:1:pos:R:3:lowdin_charge:R:1
H -1.52426 -2.28226 0.96215 0.118
O 0.41853 -2.00037 1.44050 -0.025
C -0.03589 0.58063 -0.20335 -0.311
H 1.88141 1.47446 -0.49583 0.139
O 1.79403 -0.49323 -0.56840 -0.073
H -1.95213 -0.45057 0.05695 0.189
H -1.98763 1.56680 -0.76009 0.096
C -0.66195 -1.64291 0.87317 -0.288
C -0.81610 1.51535 -0.76665 0.054
N -0.85458 -0.66578 -0.09860 0.067
H -0.51707 2.52961 -0.97410 0.053
H 1.57065 0.68705 0.88337 0.126
C 1.31962 0.66080 -0.14462 -0.353
H 1.36537 -1.47958 -0.20451 0.207
```

Computed properties:
Gap between HOMO and LUMO ... 9.766 eV
SMILES string ... C=C(CO)NC=O
Multiplicity ... 1
HOMO energy ... -9.2 eV



The following is a quantum chemistry calculation of an isolated molecule of C4H7NO2, from OMol25.

The geometry in XYZ format:
```
14
Properties=species:S:1:pos:R:3:lowdin_charge:R:1
H -1.66346 0.45322 -1.78523 0.099
H 0.45117 -2.24222 -0.40204 0.135
C 1.00748 -1.38830 0.03747 -0.219
H 0.70170 2.05399 0.37349 0.085
N -1.96191 0.07301 -0.90329 0.171
O -1.47161 -0.43553 1.24882 0.070
H -2.95115 0.05975 -0.70024 0.113
H 0.51575 0.18949 -1.27660 0.143
H 0.84379 0.87750 1.69866 0.093
C 1.06085 1.05577 0.64225 -0.049
O 2.03766 -1.56331 0.63592 0.075
H 2.14387 1.01897 0.50438 0.083
C 0.38555 -0.01850 -0.20331 -0.266
C -1.09969 -0.13383 0.12972 -0.535
```

Computed properties:
Gap between HOMO and LUMO ... 10.697 eV
SMILES string ... C[C@@H](C=O)C(N)=O
Multiplicity ... 1
HOMO energy ... -10.0 eV



The following is a quantum chemistry calculation of an isolated molecule of C4H7NO2 in a non-equilibrium geometry, from OMol25.

The geometry in XYZ format:
```
14
Properties=species:S:1:pos:R:3:lowdin_charge:R:1
O -1.14528 -0.55968 0.40935 -0.004
N 1.38678 0.11827 2.05016 0.195
H 1.18226 -0.70861 -1.12137 0.091
C 0.98990 -0.02705 0.89342 -0.318
O 0.15603 1.22049 0.16280 0.020
C 1.49074 -0.99301 -0.11422 -0.020
H 2.57826 -1.02903 -0.02975 0.094
C -1.72991 1.05596 -1.29648 0.051
C -0.96092 0.70032 -0.26538 -0.507
H 0.91694 0.79754 2.63239 0.085
H -1.57319 2.01823 -1.75843 0.058
H -1.75893 -1.11341 -0.09414 0.116
H -2.61102 0.50333 -1.55714 0.048
H 1.07834 -1.98334 0.08881 0.093
```

Computed properties:
Gap between HOMO and LUMO ... 9.356 eV
SMILES string ... [H]/N=C(/C)OC(=C)O
Multiplicity ... 1
HOMO energy ... -8.6 eV



The following is a quantum chemistry calculation of an isolated molecule of C4H7NO2, from OMol25.

The geometry in XYZ format:
```
14
Properties=species:S:1:pos:R:3:lowdin_charge:R:1
H 1.62932 1.18621 0.38080 0.120
O 1.07478 -1.27826 -1.87762 0.060
H 0.96771 0.73725 -1.83357 0.134
C -0.84275 -1.44844 0.21807 -0.011
H -1.07232 -1.56031 1.27929 0.084
C 0.89141 0.56274 0.89384 -0.043
C 0.01000 -0.23032 -0.05208 -0.409
N -0.46857 0.95030 0.64677 -0.089
O -0.60416 2.14228 -0.09838 -0.033
C 0.70862 -0.23780 -1.38065 -0.200
H 1.17818 0.23193 1.88748 0.114
H -1.28871 2.58895 0.42027 0.101
H -1.79234 -1.28449 -0.30853 0.093
H -0.39116 -2.36004 -0.17567 0.078
```

Computed properties:
Gap between HOMO and LUMO ... 10.610 eV
SMILES string ... C[C@]1(C=O)CN1O
Multiplicity ... 1
HOMO energy ... -9.7 eV



The following is a quantum chemistry calculation of an isolated molecule of C4H7NO2 in a non-equilibrium geometry, from OMol25.

The geometry in XYZ format:
```
14
Properties=species:S:1:pos:R:3:lowdin_charge:R:1
C -0.25083 0.48764 0.51296 -0.145
H 1.71831 0.35718 1.31195 0.140
N 1.56341 -0.87469 -0.33178 0.162
C 1.02290 -0.06972 0.59598 -0.168
H -0.52242 1.21293 1.26504 0.117
H -1.66316 -0.83471 1.71614 0.126
O -0.95759 -1.92358 0.17392 0.025
H 2.45203 -1.32290 -0.17290 0.118
C -0.81388 1.23291 -1.12359 -0.305
C -0.90988 -0.97184 0.91701 -0.207
H -0.63412 0.41700 -1.84759 0.091
O -0.02249 2.23696 -1.08379 -0.158
H -1.89733 1.39345 -0.97692 0.096
H 0.91503 -1.34063 -0.95643 0.109
```

Computed properties:
Gap between HOMO and LUMO (spin up / spin down) ... 7.744 / 7.750 eV
Multiplicity ... 1
HOMO energy (spin up / spin down) ... -8.1 / -8.1 eV



The following is a quantum chemistry calculation of an isolated molecule of C4H7NO2, from OMol25.

The geometry in XYZ format:
```
14
Properties=species:S:1:pos:R:3:lowdin_charge:R:1
H -0.45359 0.11649 -1.71744 0.136
H -1.23399 -1.06141 1.03740 0.111
C 0.62816 -0.17053 0.20944 -0.567
C -0.56304 -1.08379 0.17766 -0.011
C -0.58700 0.19284 -0.64007 -0.163
H -1.25956 2.26640 -0.80273 0.129
N 1.83943 -0.31127 -0.50122 0.117
O 0.87437 0.50954 1.39765 0.042
H 1.78229 -0.35852 -1.50385 0.082
C -1.36584 1.36018 -0.16992 -0.232
H 2.53208 -0.91447 -0.08545 0.089
O -2.01510 1.38152 0.85211 0.053
H 0.33942 0.10849 2.09055 0.105
H -0.51762 -2.03545 -0.34412 0.111
```

Computed properties:
Gap between HOMO and LUMO ... 9.991 eV
SMILES string ... N[C@]1(O)C[C@H]1C=O
Multiplicity ... 1
HOMO energy ... -9.1 eV



Per-record energy relative to the best compared isomer or geometry (same formula, charge and spin), kJ/mol: 421.9 45.9 261.5 371.5 464.2 203.5
Per-record calculated total energy, eV: -9842.907 -9846.804 -9844.570 -9843.430 -9842.469 -9845.171